# 1
{"formula": "C52H68BrKN5O2P2SSi", "method": "ωB97M-V/def2-TZVPD", "charge": -1, "e_homo_ha": -0.1127, "total_energy_ha": -6991.02169, "symbols": ["K", "C", "Si", "C", "C", "C", "C", "C", "C", "P", "C", "C", "C", "C", "C", "C", "C", "C", "C", "C", "C", "C", "C", "C", "C", "C", "C", "C", "P", "C", "C", "C", "C", "C", "C", "C", "C", "C", "C", "C", "C", "H", "H", "H", "H", "H", "H", "H", "H", "H", "H", "H", "H", "H", "H", "H", "H", "H", "H", "H", "H", "H", "H", "H", "H", "H", "H", "H", "H", "H", "H", "H", "H", "H", "H", "H", "H", "H", "H", "H", "H", "H", "H", "H", "H", "H", "H", "H", "H", "H", "H", "H", "H", "H", "H", "H", "N", "C", "C", "C", "C", "C", "C", "S", "O", "O", "N", "C", "N", "C", "C", "C", "N", "H", "H", "H", "H", "H", "H", "H", "H", "H", "Br", "C", "C", "C", "C", "N", "C", "H", "H", "H", "H"], "coordinates": [[-0.859, 0.342, -0.203], [3.813, -0.530, -1.753], [2.205, -1.168, -0.862], [2.998, -2.203, 0.606], [4.360, -2.542, 0.677], [4.857, -3.448, 1.603], [3.991, -4.076, 2.488], [2.648, -3.728, 2.478], [2.152, -2.775, 1.586], [0.435, -2.111, 1.754], [0.643, -1.114, 3.311], [1.065, -1.812, 4.603], [1.118, -0.796, 5.747], [-0.260, -0.155, 6.031], [-1.250, -0.412, 4.893], [-0.581, -0.183, 3.542], [-0.559, -3.601, 2.220], [-0.415, -4.651, 1.109], [-1.327, -5.856, 1.333], [-2.787, -5.435, 1.480], [-2.946, -4.400, 2.590], [-2.037, -3.197, 2.348], [1.929, -2.737, -2.029], [2.929, -3.705, -2.198], [2.847, -4.710, -3.147], [1.748, -4.765, -3.994], [0.732, -3.835, -3.850], [0.784, -2.847, -2.857], [-0.543, -1.601, -2.566], [-0.154, -0.340, -3.887], [-0.841, 1.025, -3.586], [-1.935, 1.346, -4.600], [-1.340, 1.485, -6.007], [-0.222, 0.452, -6.267], [-0.374, -0.757, -5.343], [-2.213, -2.321, -3.022], [-2.870, -2.836, -1.728], [-4.360, -3.112, -1.913], [-4.605, -4.100, -3.050], [-3.940, -3.615, -4.335], [-2.445, -3.367, -4.120], [4.591, -1.283, -1.945], [4.272, 0.304, -1.208], [3.510, -0.133, -2.729], [5.049, -2.098, -0.036], [5.916, -3.684, 1.619], [4.358, -4.814, 3.192], [1.981, -4.200, 3.192], [1.483, -0.480, 3.012], [2.048, -2.264, 4.473], [0.379, -2.628, 4.861], [1.841, -0.020, 5.473], [1.508, -1.270, 6.650], [-0.145, 0.926, 6.160], [-0.668, -0.533, 6.972], [-2.121, 0.241, 4.993], [-1.627, -1.437, 4.957], [-0.255, 0.860, 3.498], [-1.316, -0.279, 2.738], [-0.233, -4.042, 3.171], [0.625, -4.971, 1.018], [-0.671, -4.178, 0.151], [-1.012, -6.380, 2.245], [-1.215, -6.564, 0.509], [-3.421, -6.305, 1.671], [-3.129, -4.995, 0.534], [-2.691, -4.859, 3.554], [-3.988, -4.074, 2.663], [-2.173, -2.455, 3.136], [-2.338, -2.713, 1.408], [3.810, -3.664, -1.565], [3.646, -5.437, -3.242], [1.683, -5.527, -4.763], [-0.106, -3.881, -4.526], [0.924, -0.209, -3.744], [-0.103, 1.833, -3.589], [-1.288, 1.006, -2.592], [-2.464, 2.256, -4.312], [-2.686, 0.552, -4.575], [-0.942, 2.496, -6.132], [-2.132, 1.374, -6.753], [0.759, 0.903, -6.086], [-0.228, 0.141, -7.314], [0.332, -1.547, -5.610], [-1.378, -1.171, -5.477], [-2.768, -1.414, -3.298], [-2.724, -2.115, -0.921], [-2.361, -3.761, -1.421], [-4.855, -2.161, -2.137], [-4.795, -3.485, -0.980], [-5.676, -4.253, -3.207], [-4.181, -5.075, -2.778], [-4.413, -2.676, -4.650], [-4.093, -4.334, -5.144], [-1.986, -3.072, -5.065], [-1.977, -4.311, -3.819], [-8.828, -1.076, 1.781], [-7.725, -0.515, 1.124], [-6.462, -1.094, 1.245], [-5.368, -0.518, 0.626], [-5.520, 0.647, -0.114], [-6.767, 1.236, -0.237], [-7.865, 0.655, 0.380], [-4.115, 1.310, -0.946], [-4.508, 2.568, -1.534], [-3.684, 0.252, -1.848], [-2.934, 1.453, 0.107], [-3.059, 2.201, 1.241], [-1.900, 2.378, 1.933], [-1.991, 3.022, 3.085], [-3.172, 3.533, 3.592], [-4.287, 3.336, 2.794], [-4.252, 2.689, 1.642], [-8.743, -2.060, 1.978], [-9.719, -0.854, 1.366], [-6.341, -2.003, 1.824], [-4.389, -0.977, 0.715], [-6.863, 2.152, -0.804], [-8.843, 1.114, 0.289], [-1.063, 3.145, 3.641], [-3.216, 4.058, 4.534], [-5.258, 3.716, 3.096], [6.345, 1.107, 2.622], [4.547, 1.686, 2.648], [4.139, 2.669, 3.523], [2.809, 3.050, 3.499], [1.954, 2.420, 2.605], [2.352, 1.462, 1.773], [3.631, 1.102, 1.782], [4.845, 3.125, 4.204], [2.440, 3.821, 4.164], [0.904, 2.694, 2.551], [3.929, 0.311, 1.104]], "forces_ev_per_a": [[1.652, -0.554, 0.262], [0.071, -0.124, -0.033], [0.201, 0.064, -0.098], [-0.133, -0.171, 0.086], [-0.120, 0.042, 0.008], [-0.058, 0.019, 0.015], [0.019, 0.025, -0.035], [-0.033, 0.040, 0.012], [0.112, 0.134, 0.011], [0.133, -0.150, -0.279], [-0.151, 0.069, -0.010], [-0.040, -0.011, 0.077], [-0.004, -0.028, 0.000], [0.009, 0.002, -0.020], [0.018, -0.024, 0.005], [0.085, 0.019, 0.024], [-0.097, -0.143, 0.032], [-0.034, 0.061, -0.047], [0.009, 0.002, 0.068], [-0.006, 0.044, -0.057], [0.057, -0.039, 0.026], [0.002, -0.005, -0.076], [-0.184, -0.017, -0.122], [-0.050, 0.109, 0.029], [-0.024, -0.005, -0.022], [0.040, 0.004, 0.027], [-0.030, 0.038, 0.124], [0.174, 0.037, 0.073], [-0.044, -0.296, -0.278], [-0.031, 0.090, 0.012], [-0.094, -0.201, -0.061], [0.042, -0.029, -0.007], [0.012, 0.002, -0.010], [0.004, 0.010, 0.054], [-0.045, -0.004, -0.042], [-0.110, -0.021, -0.041], [0.107, -0.104, -0.001], [0.000, 0.043, -0.022], [0.045, -0.029, 0.027], [-0.014, 0.127, 0.031], [-0.009, -0.033, -0.024], [-0.049, 0.058, 0.002], [-0.017, -0.044, -0.023], [0.009, -0.005, 0.043], [-0.011, -0.009, 0.023], [-0.006, 0.001, -0.005], [-0.003, 0.002, -0.001], [0.012, 0.009, -0.021], [0.011, 0.035, 0.026], [0.002, 0.005, -0.006], [-0.001, 0.046, -0.003], [-0.016, -0.001, -0.025], [0.007, 0.005, 0.017], [0.017, -0.010, 0.005], [-0.018, -0.018, -0.010], [0.006, 0.008, -0.002], [0.012, 0.000, 0.004], [0.020, -0.046, -0.015], [0.000, -0.048, 0.026], [0.002, 0.001, -0.009], [0.000, -0.006, 0.020], [0.026, -0.013, 0.022], [-0.006, 0.007, -0.015], [-0.002, 0.006, -0.009], [0.003, -0.008, 0.008], [0.010, -0.013, 0.038], [-0.005, 0.003, -0.010], [-0.005, 0.010, -0.008], [0.012, 0.004, 0.049], [0.015, -0.001, 0.029], [-0.012, 0.013, -0.006], [0.001, -0.002, 0.006], [-0.008, 0.003, -0.007], [0.004, 0.008, -0.026], [0.031, 0.007, 0.013], [0.046, -0.039, -0.011], [-0.074, 0.104, -0.077], [0.008, 0.009, 0.004], [0.016, -0.004, 0.000], [0.010, -0.006, -0.014], [-0.012, -0.014, 0.012], [-0.015, 0.003, 0.020], [-0.006, -0.003, -0.006], [-0.003, -0.001, 0.001], [0.029, 0.036, 0.006], [0.032, 0.016, 0.004], [-0.021, 0.048, -0.035], [0.002, 0.019, -0.008], [-0.012, 0.001, 0.020], [0.006, -0.006, -0.009], [-0.016, 0.013, 0.010], [-0.013, 0.010, -0.006], [0.007, -0.034, -0.002], [0.016, -0.028, 0.004], [0.005, -0.007, 0.011], [-0.025, -0.004, -0.004], [0.034, 0.057, 0.044], [-0.061, -0.037, -0.018], [0.038, -0.023, 0.023], [-0.057, 0.014, -0.016], [-0.150, -0.145, 0.093], [0.043, -0.067, 0.107], [-0.021, 0.055, -0.036], [0.133, 0.060, -0.050], [-0.098, -0.059, -0.068], [0.078, 0.222, 0.013], [-1.258, 0.966, 0.819], [0.076, -0.141, -0.440], [-0.184, -0.036, 0.016], [0.176, -0.038, -0.130], [-0.066, 0.026, 0.011], [-0.051, -0.014, -0.026], [-0.005, 0.005, -0.025], [0.010, -0.010, -0.026], [0.005, -0.010, -0.020], [-0.005, 0.010, 0.000], [-0.027, 0.007, -0.032], [0.015, -0.018, -0.005], [0.015, -0.004, 0.004], [0.004, -0.018, -0.009], [-0.004, -0.003, 0.001], [-0.021, 0.000, -0.011], [0.069, -0.016, 0.001], [-0.066, -0.148, -0.156], [0.104, 0.129, 0.167], [-0.157, -0.011, -0.044], [0.066, 0.077, 0.069], [-0.082, 0.107, -0.046], [-0.056, -0.022, 0.102], [-0.014, -0.003, -0.008], [0.005, -0.006, -0.012], [0.033, -0.030, -0.039], [-0.024, 0.009, -0.021]]}

***

# 2
{"formula": "C26H54Cl16NO2", "method": "ωB97M-V/def2-TZVPD", "charge": 1, "e_homo_ha": -0.4431, "total_energy_ha": -8591.10555, "symbols": ["C", "C", "C", "C", "C", "C", "C", "C", "C", "C", "C", "C", "C", "C", "C", "C", "N", "C", "C", "O", "O", "H", "H", "H", "H", "H", "H", "H", "H", "H", "H", "H", "H", "H", "H", "H", "H", "H", "H", "H", "H", "H", "H", "H", "H", "H", "H", "H", "H", "H", "H", "H", "H", "H", "H", "H", "H", "H", "H", "C", "Cl", "Cl", "H", "H", "C", "Cl", "Cl", "H", "H", "C", "Cl", "Cl", "H", "H", "C", "Cl", "Cl", "H", "H", "C", "Cl", "Cl", "H", "H", "C", "Cl", "Cl", "H", "H", "C", "Cl", "Cl", "H", "H", "C", "Cl", "Cl", "H", "H"], "coordinates": [[-0.939, -3.816, 1.477], [0.346, -4.272, 2.194], [1.012, -3.186, 3.038], [1.347, -1.899, 2.276], [0.999, -0.587, 3.042], [0.142, 0.294, 2.142], [-0.011, 1.763, 2.541], [-0.994, 2.435, 1.560], [-0.400, 2.631, 0.155], [-1.108, 1.910, -1.007], [-1.630, 0.512, -0.697], [-2.144, -0.261, -1.923], [-1.065, -0.526, -2.969], [0.104, -1.375, -2.441], [1.464, -0.704, -2.723], [2.484, -1.093, -1.658], [3.525, -0.040, -1.455], [2.973, 1.238, -0.873], [3.696, 1.686, 0.378], [3.949, 2.869, 0.561], [4.006, 0.676, 1.227], [-1.356, -2.920, 1.936], [-1.676, -4.616, 1.475], [-0.762, -3.587, 0.431], [0.079, -5.083, 2.867], [1.031, -4.695, 1.458], [1.945, -3.603, 3.421], [0.377, -2.991, 3.900], [2.400, -1.861, 1.988], [0.777, -1.892, 1.343], [1.896, -0.074, 3.380], [0.376, -0.901, 3.877], [0.609, 0.284, 1.150], [-0.859, -0.114, 2.016], [0.946, 2.274, 2.407], [-0.382, 1.867, 3.558], [-1.931, 1.884, 1.567], [-1.212, 3.420, 1.975], [0.666, 2.400, 0.178], [-0.445, 3.699, -0.056], [-1.909, 2.516, -1.429], [-0.373, 1.823, -1.813], [-0.832, -0.095, -0.274], [-2.449, 0.525, 0.020], [-2.501, -1.215, -1.528], [-3.020, 0.227, -2.341], [-1.529, -1.041, -3.808], [-0.692, 0.425, -3.342], [0.053, -1.566, -1.369], [0.154, -2.348, -2.918], [1.813, -1.011, -3.708], [1.350, 0.381, -2.754], [2.035, -1.331, -0.697], [3.012, -1.984, -1.995], [4.227, -0.406, -0.809], [4.014, 0.186, -2.322], [1.915, 1.082, -0.680], [3.065, 2.031, -1.606], [3.768, 0.911, 2.133], [-0.847, -6.245, -1.774], [-2.583, -5.961, -1.646], [0.066, -4.720, -1.700], [-0.539, -6.894, -0.955], [-0.638, -6.719, -2.727], [-6.070, 1.692, -2.866], [-5.122, 1.452, -1.392], [-5.708, 0.463, -4.084], [-7.122, 1.632, -2.613], [-5.832, 2.666, -3.275], [5.715, 5.551, -0.239], [5.778, 5.988, -1.954], [4.947, 6.811, 0.730], [5.139, 4.642, -0.137], [6.726, 5.403, 0.120], [-4.276, 2.118, 3.855], [-3.304, 1.884, 5.312], [-3.928, 0.886, 2.633], [-5.328, 2.051, 4.114], [-4.045, 3.092, 3.437], [-0.167, -9.320, 1.326], [-0.190, -9.101, -0.431], [-0.904, -7.947, 2.156], [-0.725, -10.216, 1.568], [0.863, -9.413, 1.648], [-8.801, 1.094, 4.161], [-7.622, 1.993, 3.193], [-8.016, -0.100, 5.197], [-9.341, 1.796, 4.785], [-9.479, 0.583, 3.489], [2.943, 8.822, -1.435], [1.190, 9.069, -1.433], [3.823, 10.316, -1.101], [3.192, 8.100, -0.668], [3.239, 8.457, -2.412], [5.031, -0.264, -5.481], [3.575, -0.292, -6.468], [5.065, 1.154, -4.404], [5.060, -1.162, -4.875], [5.900, -0.216, -6.127]], "forces_ev_per_a": [[0.325, 0.017, -0.023], [-0.493, 0.089, -0.058], [0.630, -0.408, -0.398], [-0.193, 0.479, 0.266], [-0.736, -0.900, -0.816], [0.583, 0.740, 0.229], [-0.460, -0.380, -0.993], [0.472, 0.435, 0.612], [-0.759, 0.329, -0.024], [0.354, -0.294, 0.059], [-0.127, -0.215, -0.717], [0.217, -0.119, 0.582], [-0.394, -0.371, 0.088], [0.641, 0.393, -0.361], [-0.134, -0.005, 0.388], [0.081, -0.668, -0.908], [0.067, 0.288, 0.785], [0.384, -0.013, -0.478], [0.571, 2.337, 0.580], [-0.720, -2.547, -0.103], [-0.670, -0.022, -0.725], [-0.214, -0.060, 0.172], [-0.196, 0.040, 0.084], [0.034, 0.165, 0.016], [0.128, -0.160, 0.068], [0.169, 0.015, 0.001], [-0.025, -0.030, 0.293], [-0.090, 0.206, 0.031], [0.101, -0.224, -0.033], [-0.074, -0.014, -0.079], [0.020, 0.111, 0.265], [0.275, 0.362, 0.487], [-0.057, -0.019, -0.141], [0.003, -0.337, 0.057], [0.153, 0.083, 0.472], [0.145, 0.010, 0.181], [0.114, 0.053, -0.210], [-0.166, 0.069, -0.031], [0.089, -0.168, 0.034], [0.168, 0.073, -0.149], [-0.147, 0.108, 0.155], [-0.003, 0.060, -0.150], [0.027, 0.056, 0.280], [0.058, 0.160, 0.223], [-0.072, -0.156, -0.168], [0.161, 0.090, -0.251], [0.011, 0.047, -0.143], [0.041, 0.055, -0.171], [-0.356, 0.053, 0.077], [-0.338, -0.138, -0.017], [0.172, 0.151, -0.084], [-0.070, 0.094, 0.064], [0.005, 0.313, 0.196], [0.127, -0.099, 0.180], [0.025, -0.057, 0.053], [0.003, -0.033, -0.332], [-0.058, -0.018, 0.271], [-0.002, 0.039, -0.111], [0.418, 0.205, 0.283], [-0.067, -0.118, 0.166], [0.025, -0.014, -0.004], [0.167, -0.211, -0.195], [-0.081, 0.547, -0.220], [-0.013, 0.086, -0.039], [-0.038, 0.035, -0.048], [-0.147, 0.143, 0.151], [-0.008, 0.018, -0.020], [0.008, -0.080, 0.029], [0.067, -0.014, -0.004], [0.029, -0.052, 0.017], [0.006, -0.055, -0.029], [0.086, -0.068, 0.146], [-0.065, 0.057, -0.013], [0.032, 0.122, -0.034], [0.000, 0.103, 0.105], [0.008, 0.030, -0.010], [-0.259, -0.189, 0.006], [0.200, -0.083, 0.047], [0.070, -0.028, -0.021], [0.000, -0.043, 0.080], [0.127, -0.517, 0.104], [0.004, 0.012, 0.025], [-0.069, 0.027, -0.043], [0.020, 0.065, -0.036], [-0.065, -0.045, 0.071], [-0.229, 0.052, -0.147], [-0.020, 0.002, 0.006], [0.065, 0.032, 0.026], [0.063, -0.032, -0.045], [0.014, -0.035, 0.002], [-0.017, -0.046, -0.017], [0.036, -0.024, 0.000], [-0.073, 0.081, -0.037], [-0.023, 0.058, -0.031], [-0.079, -0.151, -0.164], [0.019, -0.023, 0.052], [-0.011, -0.041, 0.230], [0.002, 0.022, 0.039], [0.000, 0.110, 0.000]]}